A structure of composition C37H27F5N3O6SSbTcTe in a non-equilibrium geometry, computed with ωB97M-V/def2-TZVPD.

The geometry in XYZ format:
```
82
C37H27F5N3O6SSbTcTe ωB97M-V/def2-TZVPD
Tc 1.264 -0.792 1.001
O -3.711 -4.877 -1.289
C -2.626 -4.279 -0.763
C -2.418 -4.180 0.610
C -1.225 -3.626 1.008
N -0.333 -3.188 0.139
C -0.636 -3.051 -1.153
C -1.764 -3.629 -1.659
C 0.090 -1.928 -1.853
O 0.079 -1.843 -3.058
O 0.483 -0.961 -1.036
C -0.794 -3.200 2.394
O -1.556 -3.190 3.322
O 0.437 -2.700 2.368
H -4.205 -5.333 -0.596
H -3.133 -4.528 1.344
H -2.011 -3.531 -2.706
C 0.836 -0.652 6.628
C -0.078 -0.768 5.592
C 0.301 -0.467 4.293
C 1.594 -0.046 4.046
C 2.518 0.080 5.074
C 2.133 -0.221 6.367
N 2.006 0.196 2.676
N 2.951 0.998 2.523
C 3.377 1.103 1.193
C 4.513 1.855 0.913
C 5.016 1.817 -0.374
C 4.397 1.027 -1.346
C 3.248 0.299 -1.064
C 2.709 0.365 0.214
H 0.546 -0.918 7.636
H -1.084 -1.118 5.781
H -0.414 -0.566 3.488
H 3.527 0.397 4.850
H 2.852 -0.139 7.171
H 4.999 2.415 1.702
H 5.910 2.374 -0.619
H 4.830 0.969 -2.337
H 2.785 -0.326 -1.816
S -0.498 0.868 1.131
Sb -0.864 1.381 -1.099
C -1.916 3.196 -0.850
C -2.940 3.242 0.095
C -3.700 4.392 0.240
C -3.444 5.499 -0.560
C -2.430 5.457 -1.504
C -1.665 4.305 -1.654
C -2.414 0.190 -1.830
C -3.273 -0.350 -0.880
C -4.414 -1.022 -1.300
C -4.672 -1.177 -2.654
C -3.797 -0.655 -3.598
C -2.665 0.038 -3.191
C 0.749 2.034 -2.236
C 1.125 1.454 -3.442
C 2.192 2.006 -4.141
C 2.868 3.108 -3.635
C 2.494 3.667 -2.420
C 1.428 3.131 -1.713
H -3.138 2.388 0.734
H -4.492 4.426 0.977
H -4.038 6.397 -0.445
H -2.232 6.319 -2.127
H -0.881 4.281 -2.400
H -3.068 -0.240 0.179
H -5.095 -1.431 -0.564
H -5.550 -1.720 -2.976
H -3.997 -0.782 -4.654
H -1.997 0.458 -3.933
H 0.633 0.564 -3.807
H 2.499 1.563 -5.080
H 3.700 3.528 -4.186
H 3.035 4.514 -2.018
H 1.138 3.566 -0.764
F 2.591 -3.989 2.571
Te 1.718 -3.902 0.898
F 3.312 -4.759 0.484
F 1.982 -3.239 -0.927
F 1.086 -5.270 -0.298
F 0.684 -5.163 1.906
O 2.529 -2.113 1.007
```

Properties
- Kohn-Sham gap (alpha / beta): 7.157 / 6.958 eV
- Spin multiplicity: 2
- E: -3528.3681 hartree
- LUMO energy (alpha / beta): -1.73 / -2.13 eV
- Relative energy (zero: lowest compared OMol25 entry of this formula, charge and spin): 434.34 kJ/mol
- <S²>: 1.220